{"formula": "C3H7N2O2", "method": "ωB97M-V with the def2-TZVPD basis set", "e_above_lowest_kcal_mol": 69.6, "homo_energy_ha": -0.5007, "lumo_ev": -4.5, "total_charge": 1, "symbols": ["C", "C", "C", "N", "N", "O", "O", "H", "H", "H", "H", "H", "H", "H"], "positions_angstrom": [[0.33402, 1.60172, -0.04512], [0.60114, -0.69280, -0.38765], [-0.76431, -0.32142, 0.11445], [1.20458, 0.67150, -0.47056], [-0.82973, 1.08386, 0.25099], [1.38109, -1.42262, 0.41784], [-1.81291, -1.02539, -0.38590], [0.81857, 2.56627, 0.13532], [0.38152, -1.12979, -1.44248], [-0.95846, -0.87098, 1.75059], [2.15296, 0.91280, -0.59003], [-1.55865, 1.45455, 0.72936], [1.75263, -2.22503, -0.02122], [-2.70244, -0.60267, -0.05559]], "forces_ev_per_angstrom": [[2.9, -0.9, -0.2], [-0.3, 0.5, -2.9], [-2.0, -2.9, 5.8], [-3.0, 0.9, 0.4], [2.1, -0.9, -2.1], [0.9, -2.0, 0.4], [-2.1, 1.9, -0.4], [-1.3, 0.2, 0.0], [0.8, 0.6, 1.5], [1.1, 1.4, -3.2], [1.2, -0.1, -0.3], [-2.3, 2.0, 1.6], [-0.5, 0.9, 0.4], [2.4, -1.4, -0.9]]}